# 1
Entry from the Open Molecules 2025 dataset: a 13-piece molecular cluster, C6H37NO12 overall in a non-equilibrium geometry (wB97M-V/def2-TZVPD).

As for the expectation value of S²: 0.756. The total energy comes out at -1208.0142 Eh. As for the net charge: +1. The strongest force on any atom is 6.031 eV/Å. As for the multiplicity: 2.

Atoms and positions in Å:
C 0.298 -3.159 -0.651
C -0.489 -3.331 0.627
C -1.677 -2.428 0.660
C -2.776 -2.561 -0.090
C 0.705 -1.624 -0.931
N 2.150 -1.387 -1.198
C 3.050 -1.650 -0.097
H 1.201 -3.743 -0.576
H -0.365 -3.580 -1.418
H 0.205 -3.088 1.476
H -0.893 -4.390 0.686
H -1.646 -1.593 1.328
H -3.668 -2.014 -0.248
H -2.728 -3.317 -0.896
H 0.459 -0.901 -0.144
H 0.367 -1.626 -1.972
H 2.408 -2.112 -1.869
H 2.927 -0.909 0.741
H 3.291 -2.648 0.255
H 4.029 -1.132 -0.372
H 4.664 -0.423 -2.433
H 4.660 0.979 -2.824
O 4.256 0.134 -3.114
H 2.510 -0.931 -3.724
H 1.147 -0.846 -4.349
O 1.700 -1.455 -3.831
H -0.861 2.127 3.855
H -2.100 1.579 4.534
O -1.134 1.491 4.564
H 0.500 0.865 0.185
H -0.852 1.688 -0.094
O -0.114 1.527 0.496
H 2.426 2.046 -1.147
H 1.963 0.714 -1.895
O 1.685 1.481 -1.384
H -1.891 2.776 1.415
H -2.529 3.613 2.553
O -1.718 3.178 2.270
H -4.178 -0.290 2.295
H -2.932 -0.130 1.585
O -3.810 0.288 1.609
H 1.134 2.273 2.030
H 0.499 1.389 3.099
O 0.926 2.240 2.967
H -0.377 2.132 -4.422
H -1.092 0.974 -3.678
O -0.425 1.174 -4.347
H 0.468 3.288 0.115
H 0.953 4.009 1.287
O 1.174 3.896 0.352
H -3.992 2.546 -1.128
H -2.695 3.010 -1.700
O -3.152 2.197 -1.450
H -1.153 -0.013 3.719
H -1.186 -1.470 4.009
O -1.322 -0.864 3.270

---

# 2
Entry from the Open Molecules 2025 dataset: a 13-piece molecular cluster, C6H37NO13 overall in a non-equilibrium geometry (wB97M-V/def2-TZVPD).

The total energy comes out at -1283.6649 Eh. The strongest force on any atom is 3.753 eV/Å.

Atoms and positions in Å:
O 1.031 -0.165 -0.284
C 1.187 0.037 0.921
N 1.049 1.284 1.433
C 0.818 2.488 0.575
C 2.066 3.257 0.134
C 1.610 -0.959 1.947
C -0.844 -1.877 2.127
C 0.393 -1.445 2.807
H 1.211 1.483 2.389
H 0.141 3.171 1.104
H 0.217 2.037 -0.211
H 2.954 2.723 0.031
H 2.173 4.007 0.928
H 1.723 3.735 -0.799
H 2.382 -0.719 2.740
H 2.024 -1.940 1.491
H -1.036 -2.948 2.001
H -1.056 -1.455 1.163
H -1.668 -1.625 2.774
H 0.829 -2.230 3.407
H 0.237 -0.589 3.539
H 0.998 -0.474 -4.119
H 2.335 -0.043 -3.731
O 1.914 -0.712 -4.314
H -0.170 2.373 -3.379
H -1.585 3.181 -3.356
O -1.110 2.386 -3.099
H -2.892 3.172 1.059
H -2.180 1.906 1.328
O -2.639 2.643 1.816
H -1.108 2.638 3.271
H -1.372 1.582 4.410
O -0.722 1.977 3.837
H 0.921 -4.023 1.763
H 0.603 -4.003 0.209
O 0.814 -4.553 0.963
H -3.610 -0.830 -0.422
H -3.807 -0.112 0.951
O -3.497 -0.933 0.574
H -1.837 -3.679 0.331
H -1.472 -2.979 -0.992
O -2.111 -3.640 -0.601
H 0.825 -2.620 -3.061
H 0.520 -1.915 -1.661
O 0.295 -2.637 -2.262
H 4.730 0.228 -0.812
H 3.218 0.224 -0.903
O 3.992 0.655 -1.284
H 1.919 2.183 -2.330
H 1.111 0.930 -1.851
O 1.334 1.496 -2.655
H -1.125 0.581 0.271
H -1.855 0.717 -1.022
O -1.941 0.933 -0.091
H -2.567 -2.423 -2.874
H -2.948 -1.019 -3.435
O -2.424 -1.478 -2.746

---

# 3
Entry from the Open Molecules 2025 dataset: a 13-piece molecular cluster, C6H38NO13 overall in a non-equilibrium geometry (wB97M-V/def2-TZVPD).

The total energy comes out at -1283.8616 Eh. As for the net charge: +1. The strongest force on any atom is 7.455 eV/Å.

Atoms and positions in Å:
C 0.743 -1.621 -0.641
O 1.865 -2.185 -0.103
C 0.744 -0.113 -0.879
C -0.153 0.035 -2.216
C -0.210 1.382 -2.946
C -1.009 3.185 -1.418
C -0.024 2.452 -1.978
N 0.240 0.800 0.214
H 0.910 -2.092 -1.681
H -0.172 -2.124 -0.249
H 2.225 -1.643 0.705
H 1.817 0.304 -1.168
H -1.168 -0.194 -1.769
H 0.253 -0.755 -2.938
H -1.206 1.454 -3.564
H 0.575 1.388 -3.795
H -1.102 4.135 -0.832
H -2.044 3.073 -1.858
H 0.910 2.499 -1.470
H -0.632 0.401 0.689
H 0.151 1.795 0.016
H 0.993 0.844 0.952
H 3.800 -3.784 -2.093
H 3.573 -2.652 -3.231
O 3.403 -3.535 -2.840
H -2.474 2.273 2.205
H -3.692 2.969 2.796
O -3.348 2.088 2.704
H -2.230 -3.537 -3.252
H -1.595 -2.448 -2.240
O -1.511 -3.017 -3.015
H -2.704 -3.855 0.135
H -3.940 -3.173 0.603
O -3.003 -3.022 0.515
H -2.697 -0.763 -4.440
H -1.422 -1.295 -4.308
O -2.027 -0.584 -3.923
H -0.010 3.447 2.602
H 0.026 1.882 2.859
O -0.036 2.532 2.123
H -0.178 1.176 4.509
H 0.419 0.565 5.684
O 0.195 1.429 5.326
H -1.240 -1.974 5.399
H -0.604 -2.285 3.921
O -0.922 -1.593 4.465
H 2.975 3.150 -0.459
H 4.458 2.711 -0.424
O 3.683 2.599 -0.999
H 4.346 0.668 -1.403
H 5.081 -0.622 -2.021
O 4.226 -0.194 -1.780
H -3.099 0.125 2.781
H -2.398 -1.055 3.176
O -2.438 -0.472 2.522
H 1.302 -0.349 3.209
H -0.165 -0.507 2.810
O 0.538 0.083 3.011

---

# 4
Entry from the Open Molecules 2025 dataset: a 12-piece molecular cluster, C6H39N2O11 overall in a non-equilibrium geometry (wB97M-V/def2-TZVPD).

The total energy comes out at -1188.7322 Eh. As for the net charge: +1. The strongest force on any atom is 17.052 eV/Å.

Atoms and positions in Å:
N -1.152 0.069 -1.331
C 0.230 0.157 -1.172
C 0.927 -0.923 -0.285
N 2.411 -0.709 -0.552
C 2.836 -1.702 -1.584
C 2.854 -1.852 1.728
C 3.216 -0.788 0.716
C 3.086 0.587 1.519
H -1.427 -0.874 -1.689
H -1.629 0.211 -0.351
H -1.506 0.767 -1.964
H 0.568 1.200 -0.842
H 0.654 -0.052 -2.278
H 0.996 -0.791 0.884
H 0.649 -1.929 -0.522
H 2.004 -1.845 -2.350
H 3.565 -1.315 -2.309
H 3.102 -2.680 -1.121
H 3.274 -2.659 1.413
H 3.056 -1.587 2.711
H 1.704 -2.196 1.619
H 4.271 -1.104 0.217
H 2.187 1.146 0.973
H 4.025 1.223 1.343
H 3.041 0.370 2.609
H -3.121 -2.531 1.889
H -3.687 -3.090 0.552
O -2.933 -2.742 1.010
H 1.752 3.685 1.840
H 0.987 3.292 3.176
O 1.163 3.024 2.217
H -0.230 1.955 1.694
H -0.569 0.541 2.163
O -0.850 1.281 1.673
H -0.704 -3.957 -1.762
H -1.299 -3.523 -0.359
O -0.984 -3.258 -1.181
H -1.799 2.925 -1.434
H -2.759 3.081 -2.793
O -1.998 2.656 -2.381
H 3.429 1.482 -3.217
H 2.590 0.546 -2.516
O 2.586 1.491 -2.914
H -0.550 -2.426 3.128
H 0.399 -1.348 3.853
O 0.001 -1.586 3.049
H -1.313 4.796 0.264
H -0.072 4.095 -0.486
O -1.031 4.205 -0.197
H -5.039 0.100 -0.247
H -3.920 1.214 -0.268
O -4.171 0.257 -0.416
H -2.619 2.170 0.896
H -2.374 3.709 0.729
O -2.999 2.913 0.534
H -3.210 -3.044 -2.377
H -3.812 -1.826 -1.758
O -3.803 -2.814 -1.744

---

# 5
Entry from the Open Molecules 2025 dataset: a 13-piece molecular cluster, C6H39NO13 overall in a non-equilibrium geometry (wB97M-V/def2-TZVPD).

As for the expectation value of S²: 0.754. The total energy comes out at -1284.4783 Eh. As for the net charge: +1. The strongest force on any atom is 5.297 eV/Å. As for the multiplicity: 2.

Atoms and positions in Å:
C -1.253 0.109 0.136
N -0.579 -0.500 1.265
C 0.577 -1.328 0.867
C 1.539 -1.250 2.084
C 2.931 -1.857 1.706
O 1.891 0.091 2.347
C -2.731 0.183 0.419
C -3.237 1.670 0.264
H -0.755 0.975 -0.380
H -1.116 -0.529 -0.767
H -0.395 0.297 1.916
H 0.185 -2.334 0.914
H 0.844 -1.047 -0.094
H 1.124 -1.714 2.977
H 3.024 -2.062 0.650
H 3.620 -1.009 1.974
H 3.221 -2.773 2.171
H 1.265 0.743 2.613
H -2.891 -0.210 1.490
H -3.433 -0.502 -0.205
H -2.344 2.179 -0.150
H -4.144 1.747 -0.353
H -3.663 2.167 1.154
H 0.362 -3.614 -2.309
H -0.953 -4.483 -1.713
O -0.618 -3.821 -2.238
H -1.901 -1.037 4.423
H -1.425 -1.129 2.976
O -2.209 -1.001 3.568
H -2.491 0.893 -3.627
H -1.196 0.174 -3.308
O -1.663 0.989 -3.156
H 2.591 2.576 1.742
H 2.008 2.569 0.145
O 2.071 2.902 1.002
H -0.411 1.908 3.981
H -0.470 2.499 2.462
O -0.041 1.860 3.018
H -1.076 2.426 -2.730
H -0.184 2.854 -3.762
O -0.326 3.118 -2.840
H 0.927 -1.369 -3.382
H -0.506 -1.709 -3.194
O 0.013 -1.045 -3.639
H 3.128 0.000 -0.641
H 3.128 0.392 -2.104
O 3.233 -0.358 -1.521
H 0.875 2.406 -1.998
H 2.181 2.951 -2.174
O 1.813 2.302 -1.673
H 2.923 -2.988 -3.240
H 2.501 -1.731 -2.358
O 2.154 -2.405 -2.878
H 0.333 3.757 1.125
H -0.603 2.990 0.397
O -0.602 3.556 1.129
H -1.940 -3.459 1.353
H -2.694 -2.541 2.213
O -2.611 -3.481 1.955

---

# 6
Entry from the Open Molecules 2025 dataset: a 14-piece molecular cluster, C6H39NO14 overall in a non-equilibrium geometry (wB97M-V/def2-TZVPD).

The total energy comes out at -1359.9528 Eh. The strongest force on any atom is 10.601 eV/Å.

Atoms and positions in Å:
C 2.062 -0.525 1.375
C 3.380 -1.089 0.872
C 1.785 0.885 0.942
N 1.060 1.042 -0.238
C 0.848 0.015 -1.287
C 1.511 0.354 -2.601
C 0.886 1.254 -3.565
O 2.064 1.886 1.688
H 1.229 -1.253 1.302
H 2.249 -0.471 2.530
H 3.354 -1.209 -0.241
H 3.658 -2.070 1.355
H 4.214 -0.378 1.079
H 0.746 2.013 -0.347
H -0.245 0.023 -1.325
H 1.109 -1.040 -0.676
H 1.958 -0.515 -3.083
H 2.493 0.948 -2.294
H 1.268 2.278 -3.437
H 0.644 0.696 -4.512
H -0.044 1.533 -3.276
H 1.187 2.969 4.307
H 1.114 2.136 2.899
O 0.727 2.835 3.482
H 3.503 -3.265 -2.398
H 2.442 -2.124 -2.478
O 2.935 -2.610 -1.812
H -2.776 -0.542 3.707
H -2.538 0.540 3.036
O -3.251 -0.059 2.991
H -4.130 -2.895 0.481
H -4.192 -2.397 -0.905
O -3.517 -2.496 -0.135
H -2.338 -1.496 -0.058
H -1.367 -0.606 0.988
O -1.507 -0.913 0.055
H -0.297 -3.935 0.607
H -1.396 -3.100 0.482
O -0.977 -3.629 1.269
H -0.793 3.933 0.110
H -0.415 4.529 -1.177
O -0.473 3.749 -0.859
H -2.223 0.284 -0.995
H -2.137 1.771 -0.693
O -2.477 1.101 -1.447
H -3.608 -0.968 -3.376
H -3.471 -0.326 -1.944
O -4.048 -0.830 -2.502
H 1.131 4.591 1.665
H 1.763 3.507 0.895
O 1.401 4.342 0.906
H -1.520 -3.271 3.590
H -0.415 -2.290 3.015
O -0.953 -2.466 3.770
H -0.678 0.996 4.408
H -0.860 2.393 3.894
O -1.377 1.541 4.137
H -0.315 -2.082 -4.567
H 1.139 -1.511 -4.512
O 0.480 -1.782 -5.092

---

# 7
Entry from the Open Molecules 2025 dataset: a single C6H3BrN4 molecule in a non-equilibrium geometry (wB97M-V/def2-TZVPD).

The total energy comes out at -3023.4062 Eh. Its SMILES is N#CC1=NC(Br)=C[C@]1(N)C#N. The strongest force on any atom is 2.174 eV/Å.

Atoms and positions in Å:
N -1.099 -3.062 -0.924
C -0.412 -2.182 -0.657
C 0.312 -1.019 -0.370
N 1.569 -0.832 -0.505
C 1.850 0.492 -0.215
Br 3.618 1.075 -0.376
C 0.771 1.216 0.143
C -0.418 0.291 0.155
N -1.651 0.861 -0.351
C -0.577 -0.078 1.563
N -0.679 -0.385 2.657
H 0.726 2.247 0.424
H -1.569 1.133 -1.321
H -2.441 0.242 -0.223

---

# 8
Entry from the Open Molecules 2025 dataset: C6H3Cl2LaMnNO3S as an isolated structure in a non-equilibrium geometry (wB97M-V/def2-TZVPD).

As for the expectation value of S²: 6.303. The total energy comes out at -3010.3002 Eh. As for the net charge: +4. The strongest force on any atom is 11.507 eV/Å. As for the multiplicity: 5.

Atoms and positions in Å:
La -1.149 -0.293 -3.466
Mn 0.239 1.563 0.973
Cl -0.538 -2.309 -2.098
Cl -0.594 1.884 -1.176
C 1.925 2.213 1.433
C 0.455 -1.459 -4.804
C 0.545 1.062 -4.428
O 2.896 2.871 1.411
O 1.440 -1.913 -5.234
O 1.412 1.606 -4.990
S -2.306 -0.990 3.301
C -0.649 -1.497 3.566
C 0.205 -0.784 2.777
N -0.480 0.186 2.012
C -1.835 0.171 2.177
H -0.371 -2.262 4.277
H 1.285 -0.868 2.674
H -2.480 0.821 1.594

---

# 9
Entry from the Open Molecules 2025 dataset: a single C6H3ClN2O molecule in a non-equilibrium geometry (wB97M-V/def2-TZVPD).

The total energy comes out at -875.2876 Eh. Its SMILES is N#Cc1c(Cl)ccc[n+]1[O-]. The strongest force on any atom is 3.785 eV/Å.

Atoms and positions in Å:
N -4.943 -1.086 -0.085
C -3.812 -0.960 0.043
C -2.423 -0.589 -0.003
C -2.084 0.745 -0.058
Cl -3.268 1.967 0.038
C -0.719 1.091 -0.091
C 0.262 0.067 0.022
C -0.143 -1.254 0.014
N -1.436 -1.542 0.022
O -1.767 -2.762 0.030
H -0.609 2.175 -0.106
H 1.352 0.187 -0.047
H 0.446 -2.074 0.033

---

# 10
Entry from the Open Molecules 2025 dataset: C6H3F3NRhSSe3Te as an isolated structure (wB97M-V/def2-TZVPD).

As for the expectation value of S²: 6.051. The total energy comes out at -8565.7246 Eh. The strongest force on any atom is 0.573 eV/Å. As for the multiplicity: 5.

Atoms and positions in Å:
Rh 3.050 -0.170 0.330
Se 4.304 1.448 -0.949
Se 4.212 3.392 0.292
Te 1.845 3.785 0.742
Se 0.618 1.545 -1.047
F -0.840 -3.330 1.119
C -1.173 -2.722 -0.037
F -2.481 -2.943 -0.221
F -0.536 -3.366 -1.026
C -0.817 -1.243 0.002
C -1.862 -0.344 -0.010
C -1.933 1.084 0.044
C -1.014 2.018 -0.290
N 1.140 0.225 0.217
C 0.558 -0.983 0.175
S 1.878 -2.142 0.431
H -2.842 -0.804 -0.002
H -2.890 1.479 0.370
H -1.215 3.071 -0.141

---

# 11
Entry from the Open Molecules 2025 dataset: C6H3N as an isolated structure in a non-equilibrium geometry (wB97M-V/def2-TZVPD).

The total energy comes out at -284.8375 Eh. The strongest force on any atom is 5.774 eV/Å.

Atoms and positions in Å:
C 1.850 0.353 1.182
C 3.140 0.154 0.422
C 0.571 0.104 1.003
C 2.072 0.151 -0.334
C -0.297 -0.081 -0.098
C -1.774 -0.125 -0.256
N 0.523 -0.070 -1.130
H -2.156 -0.922 0.325
H -1.811 -0.245 -1.375
H -2.117 0.682 0.261

---

# 12
Entry from the Open Molecules 2025 dataset: a single C6H4 molecule in a non-equilibrium geometry (wB97M-V/def2-TZVPD).

The total energy comes out at -230.7715 Eh. Its SMILES is C=C=C=C=C=C. The strongest force on any atom is 5.142 eV/Å.

Atoms and positions in Å:
C -0.515 -1.229 2.534
C -0.235 -1.098 1.193
C -0.107 -0.108 0.402
C -0.243 0.413 -0.734
C -0.306 1.562 -1.322
C -0.724 2.046 -2.424
H -0.630 -0.190 2.853
H -0.980 -2.054 2.936
H -0.986 1.406 -3.240
H -0.469 3.026 -2.753

---

# 13
Entry from the Open Molecules 2025 dataset: C6H4 as an isolated structure in a non-equilibrium geometry (wB97M-V/def2-TZVPD).

The total energy comes out at -230.6903 Eh. The strongest force on any atom is 5.659 eV/Å.

Atoms and positions in Å:
C 0.310 -0.306 -0.383
C 0.197 3.437 0.152
C 0.194 2.143 -0.127
C -0.911 1.127 -0.024
C -0.480 -0.087 0.876
C 0.567 0.880 -0.923
H 0.314 -1.283 -1.066
H -1.174 -0.862 0.975
H 0.026 0.053 1.807
H 0.948 1.121 -2.009

---

# 14
Entry from the Open Molecules 2025 dataset: C6H4 as an isolated structure in a non-equilibrium geometry (wB97M-V/def2-TZVPD).

The total energy comes out at -230.6906 Eh. The strongest force on any atom is 3.689 eV/Å.

Atoms and positions in Å:
C -0.699 0.134 -0.307
C 0.605 2.458 -0.359
C 0.240 1.242 -0.125
C 0.130 -0.844 0.776
C -0.183 -1.156 -0.661
C 0.700 0.350 1.048
H -1.691 0.190 -0.046
H -0.775 -1.963 -0.741
H 0.635 -1.323 -1.434
H 1.037 0.912 1.849